Record 1
{
  "formula": "C23H49N3OP4Ti",
  "method": "the ωB97M-V functional and the def2-TZVPD basis",
  "relative_energy_kj_mol": 0.0,
  "lumo_energy_ev": [-10.387, -9.685],
  "multiplicity": 2,
  "charge": 3,
  "symbols": ["Ti", "P", "P", "P", "H", "C", "C", "H", "C", "C", "C", "C", "C", "C", "C", "C", "C", "H", "H", "H", "H", "H", "H", "H", "H", "H", "H", "H", "H", "H", "H", "H", "H", "H", "H", "H", "H", "H", "H", "H", "H", "H", "H", "H", "H", "H", "C", "C", "C", "C", "C", "C", "O", "H", "H", "H", "H", "H", "H", "C", "N", "C", "N", "C", "N", "C", "P", "C", "C", "H", "H", "H", "H", "H", "H", "H", "H", "H", "H", "H", "H"],
  "coordinates": [[-1.04, 0.81, -1.04], [1.70, -0.95, 1.02], [0.91, 2.44, -0.61], [-1.57, -1.85, -0.72], [-0.58, 2.69, -5.91], [-1.48, 2.14, -5.62], [-2.20, 2.37, -4.50], [-2.05, 3.27, -3.89], [3.02, -1.92, 0.27], [2.49, 0.32, 1.99], [0.86, -2.02, 2.18], [0.25, 3.67, -1.80], [1.42, 3.50, 0.80], [2.65, 2.22, -1.22], [-2.93, -2.02, -1.95], [-2.22, -2.81, 0.73], [-0.36, -3.11, -1.33], [-1.86, 1.43, -6.38], [-3.13, 1.78, -4.30], [3.68, -2.22, 1.10], [3.61, -1.31, -0.43], [2.63, -2.83, -0.20], [3.10, -0.22, 2.73], [1.73, 0.93, 2.49], [3.15, 0.94, 1.36], [1.29, -3.04, 2.09], [-0.21, -2.07, 1.99], [1.05, -1.63, 3.19], [0.84, 4.59, -1.67], [-0.81, 3.87, -1.56], [0.33, 3.29, -2.83], [2.22, 4.17, 0.44], [1.83, 2.91, 1.63], [0.58, 4.09, 1.16], [3.27, 3.08, -0.91], [2.66, 2.17, -2.32], [3.12, 1.30, -0.84], [-3.43, -2.99, -1.83], [-2.54, -1.95, -2.97], [-3.66, -1.21, -1.79], [-2.92, -3.58, 0.39], [-2.78, -2.15, 1.41], [-1.42, -3.30, 1.31], [-0.92, -3.92, -1.82], [0.22, -3.53, -0.50], [0.33, -2.66, -2.04], [-0.15, -0.30, -3.56], [0.85, -0.80, -4.42], [0.46, -1.36, -5.63], [-0.88, -1.39, -6.03], [-1.80, -0.63, -5.31], [-1.49, -0.21, -4.00], [0.23, 0.09, -2.32], [0.81, -0.34, 0.01], [1.87, -0.78, -4.04], [1.26, -1.73, -6.27], [-1.19, -1.93, -6.92], [-2.73, -0.26, -5.76], [-2.26, 0.30, -3.37], [-2.42, 1.88, 4.33], [-2.48, 3.01, 3.38], [-3.86, 3.17, 2.89], [-4.41, 1.92, 2.29], [-4.31, 0.83, 3.26], [-2.93, 0.63, 3.77], [-2.03, 0.10, 2.76], [-1.90, 1.29, 1.30], [-1.50, 2.82, 2.30], [-3.72, 1.59, 1.03], [-3.03, 2.14, 5.21], [-1.37, 1.75, 4.64], [-3.89, 3.98, 2.14], [-4.50, 3.44, 3.74], [-4.66, -0.10, 2.79], [-4.95, 1.06, 4.12], [-1.02, -0.03, 3.18], [-2.37, -0.88, 2.41], [-1.49, 3.68, 1.62], [-0.50, 2.67, 2.74], [-4.18, 0.68, 0.62], [-3.83, 2.40, 0.30]]
}



Record 2
{
  "formula": "C2H3F4OZn",
  "method": "the ωB97M-V functional and the def2-TZVPD basis",
  "relative_energy_kj_mol": 0.0,
  "lumo_energy_ev": -6.885,
  "charge": 1,
  "symbols": ["C", "F", "F", "F", "F", "C", "O", "Zn", "H", "H", "H"],
  "coordinates": [[-0.62, -0.89, -0.43], [0.10, -1.96, -0.64], [-1.05, -0.43, -1.58], [-1.65, -1.27, 0.37], [-2.35, 1.36, 1.52], [1.38, 0.58, -0.26], [0.14, 0.07, 0.31], [-0.94, 0.43, 1.84], [1.15, 1.13, -1.18], [1.81, 1.25, 0.49], [2.03, -0.28, -0.44]]
}



Record 3
{
  "formula": "C3H6N2OS",
  "method": "the ωB97M-V functional and the def2-TZVPD basis",
  "relative_energy_kj_mol": 168.1,
  "lumo_energy_ev": [0.698, -0.882],
  "multiplicity": 3,
  "symbols": ["C", "C", "C", "N", "N", "O", "S", "H", "H", "H", "H", "H", "H"],
  "coordinates": [[1.20, 0.46, 1.87], [0.90, 0.55, -2.35], [-0.84, -1.39, -1.25], [0.22, 0.08, 2.46], [-1.13, 0.31, 2.25], [2.21, 0.61, 1.34], [0.51, -0.40, -0.94], [1.85, 1.08, -2.21], [0.44, 0.14, -3.28], [-1.35, -1.51, -0.39], [-1.08, -1.50, -2.24], [-1.35, 1.01, 1.55], [-1.57, 0.57, 3.20]]
}



Record 4
{
  "formula": "C7H17NO",
  "method": "the ωB97M-V functional and the def2-TZVPD basis",
  "relative_energy_kj_mol": 49.6,
  "smiles": "CC(C)[C@](C)(O)[C@@H](C)N",
  "lumo_energy_ev": 0.909,
  "symbols": ["C", "C", "C", "C", "C", "C", "C", "N", "O", "H", "H", "H", "H", "H", "H", "H", "H", "H", "H", "H", "H", "H", "H", "H", "H", "H"],
  "coordinates": [[-0.39, -0.61, -0.01], [1.13, -1.03, 0.09], [-0.68, 0.92, -0.18], [-1.06, -1.42, -1.13], [2.06, -0.30, -0.88], [-0.12, 1.80, 0.94], [-2.18, 1.22, -0.31], [1.63, -0.93, 1.47], [-1.02, -1.05, 1.22], [-0.27, -1.16, 1.85], [1.18, -2.10, -0.15], [-0.21, 1.26, -1.12], [2.55, -1.37, 1.52], [1.79, 0.04, 1.72], [-0.87, -2.49, -1.00], [-0.68, -1.13, -2.12], [-2.15, -1.32, -1.12], [3.03, -0.80, -0.92], [1.65, -0.30, -1.90], [2.23, 0.74, -0.59], [-0.39, 2.85, 0.78], [0.97, 1.78, 0.97], [-0.50, 1.50, 1.92], [-2.39, 2.29, -0.18], [-2.77, 0.68, 0.44], [-2.55, 0.94, -1.30]]
}



Record 5
{
  "formula": "C4H5NO2",
  "method": "the ωB97M-V functional and the def2-TZVPD basis",
  "relative_energy_kj_mol": 132.3,
  "smiles": "Cn1ccoc1=O",
  "lumo_energy_ev": 0.854,
  "symbols": ["C", "C", "C", "C", "N", "O", "O", "H", "H", "H", "H", "H"],
  "coordinates": [[0.33, 1.21, -0.06], [-0.92, 1.71, -0.04], [-1.22, -0.45, 0.11], [1.16, -1.25, -0.01], [0.28, -0.14, 0.00], [-1.57, -1.57, 0.07], [-1.88, 0.65, 0.00], [1.11, 1.84, -0.22], [-1.26, 2.72, 0.00], [2.15, -1.09, -0.45], [1.24, -1.57, 1.03], [0.58, -2.05, -0.42]]
}



Record 6
{
  "formula": "C6H10O",
  "method": "the ωB97M-V functional and the def2-TZVPD basis",
  "relative_energy_kj_mol": 294.9,
  "lumo_energy_ev": 1.093,
  "symbols": ["C", "C", "O", "C", "C", "C", "C", "H", "H", "H", "H", "H", "H", "H", "H", "H", "H"],
  "coordinates": [[1.04, 0.92, 1.60], [0.93, 0.14, 0.30], [0.47, -1.19, 0.62], [-0.31, -1.66, -0.43], [-0.90, -0.51, -1.17], [-1.48, 0.69, -0.38], [-0.03, 0.66, -0.75], [1.71, 0.41, 2.30], [0.06, 1.04, 2.08], [1.45, 1.92, 1.42], [1.93, 0.03, -0.15], [0.22, -2.15, -1.56], [-0.91, -2.50, -0.09], [-0.68, -1.17, -2.10], [-1.72, 0.62, 0.69], [-2.13, 1.41, -0.88], [0.35, 1.35, -1.49]]
}



Record 7
{
  "formula": "C3H11NOS",
  "method": "the ωB97M-V functional and the def2-TZVPD basis",
  "relative_energy_kj_mol": 91.0,
  "smiles": "NCCS.CO",
  "lumo_energy_ev": 0.702,
  "symbols": ["C", "C", "S", "N", "H", "H", "H", "H", "H", "H", "H", "H", "C", "O", "H", "H", "H"],
  "coordinates": [[-0.25, 0.33, -0.55], [-1.00, 1.13, -1.61], [0.09, 1.24, -3.06], [-0.98, 0.16, 0.70], [0.71, 0.79, -0.34], [-0.03, -0.68, -0.93], [-1.30, 2.10, -1.23], [-1.89, 0.59, -1.90], [-0.55, 2.17, -3.77], [-0.19, -0.84, 1.50], [-1.90, -0.26, 0.59], [-1.06, 1.00, 1.26], [1.72, -1.53, 1.87], [0.33, -1.53, 2.04], [2.07, -2.56, 1.91], [2.03, -1.17, 0.88], [2.21, -0.93, 2.64]]
}



Record 8
{
  "formula": "C5H8N2O",
  "method": "the ωB97M-V functional and the def2-TZVPD basis",
  "relative_energy_kj_mol": 808.4,
  "lumo_energy_ev": 0.055,
  "symbols": ["C", "C", "C", "C", "C", "H", "H", "H", "H", "H", "H", "H", "H", "N", "N", "O"],
  "coordinates": [[-2.64, -0.80, -0.14], [-1.13, 1.21, -0.14], [0.43, 1.69, -0.10], [0.64, 0.03, -0.24], [2.05, -0.26, 0.43], [-3.61, -1.60, -0.02], [-2.94, 0.20, -0.04], [-1.67, 0.74, -1.17], [-2.22, 1.71, 0.53], [0.79, 2.56, -0.88], [0.76, 1.88, 1.03], [0.75, -0.39, -1.27], [2.09, 0.33, 1.58], [-1.36, -1.24, 0.11], [-0.62, -0.07, 0.45], [2.97, -0.93, -0.32]]
}



Record 9
{
  "formula": "C3H7OPS2",
  "method": "the ωB97M-V functional and the def2-TZVPD basis",
  "relative_energy_kj_mol": 159.9,
  "smiles": "C[P@H](=O)SCC=S",
  "lumo_energy_ev": -0.686,
  "symbols": ["C", "C", "C", "O", "P", "S", "S", "H", "H", "H", "H", "H", "H", "H"],
  "coordinates": [[-1.55, 0.37, -0.76], [-3.03, 0.13, -0.47], [1.48, -0.74, 0.54], [0.53, -3.22, 0.28], [0.06, -1.86, 0.31], [-0.95, -1.27, -1.39], [-3.72, 0.09, 0.97], [-1.23, 1.00, -1.63], [-0.94, 0.69, 0.17], [-3.58, 0.06, -1.50], [-0.91, -1.46, 1.27], [1.93, -0.81, -0.48], [1.22, 0.33, 0.55], [2.24, -1.09, 1.19]]
}



Record 10
{
  "formula": "C2H2BrF3",
  "method": "the ωB97M-V functional and the def2-TZVPD basis",
  "relative_energy_kj_mol": 388.3,
  "lumo_energy_ev": [-0.420, -1.122],
  "symbols": ["C", "C", "F", "F", "F", "Br", "H", "H"],
  "coordinates": [[-1.63, -0.41, -0.22], [1.36, 0.11, 0.15], [2.07, -0.43, 1.19], [1.33, 1.47, 0.34], [1.98, -0.26, -0.97], [-1.88, 1.43, 0.14], [-1.40, -0.76, -1.17], [-1.82, -1.15, 0.55]]
}



no.,M (g/mol),DFT total energy (eV)
1,555.4,-91406.27191
2,184.4,-63449.88419
3,118.2,-19065.48217
4,131.2,-11072.62431
5,99.1,-9812.94391
6,98.1,-8428.18442
7,109.2,-17661.47793
8,112.1,-10334.34753
9,154.2,-36230.80551
10,162.9,-80297.42706